Computed, not measured: C47H41I2NO4P3Re as an isolated structure, with the ωB97M-V functional and the def2-TZVPD basis.

The calculation puts the frontier orbital gap (alpha / beta) at 6.582 / 6.345 eV. The expectation value of S² is 3.778. Its HOMO energy (alpha / beta) is -16.124 / -16.126 eV.

ORCA input file:
```
! RIJCOSX wB97M-V def2-TZVPD def2/J DEFGRID3
* xyz 3 4
Re -0.3417 0.5497 0.4706
I -1.1005 1.6659 3.0037
C 0.1473 2.1254 4.7285
I 1.8263 0.9914 5.1600
H -0.6029 2.0127 5.5030
H 0.4272 3.1558 4.5498
O 0.0160 -1.3723 -0.2498
P 1.1716 -2.2926 -0.7137
C 2.2595 -2.5528 0.6975
P 2.0169 -1.3431 2.0278
O 1.2862 -0.0564 1.4966
C 1.0277 -2.2339 3.2125
C -0.3542 -2.0441 3.2295
C -1.1524 -2.7865 4.0873
C -0.5773 -3.7328 4.9234
C 0.7921 -3.9601 4.8813
C 1.5948 -3.2260 4.0226
C 3.6426 -0.8451 2.5427
C 4.3218 -0.0218 1.6361
C 5.6273 0.3620 1.8961
C 6.2634 -0.0741 3.0511
C 5.5873 -0.8737 3.9624
C 4.2777 -1.2600 3.7156
C 2.1087 -1.6144 -2.0560
C 3.4445 -1.2181 -1.9590
C 4.1191 -0.7732 -3.0882
C 3.4705 -0.7375 -4.3144
C 2.1412 -1.1375 -4.4201
C 1.4608 -1.5739 -3.2984
C 0.4977 -3.8350 -1.2291
C 1.3243 -4.7684 -1.8635
C 0.7830 -5.9606 -2.3076
C -0.5732 -6.2163 -2.1258
C -1.3908 -5.2900 -1.4956
C -0.8632 -4.0893 -1.0432
H 3.3040 -2.6101 0.3962
H 1.9804 -3.5117 1.1363
H -0.8290 -1.3475 2.5501
H -2.2238 -2.6344 4.0957
H -1.1999 -4.3147 5.5901
H 1.2363 -4.7186 5.5124
H 2.6485 -3.4591 3.9699
H 3.8259 0.3403 0.7422
H 6.1498 1.0047 1.2000
H 7.2879 0.2158 3.2449
H 6.0791 -1.1967 4.8705
H 3.7615 -1.8535 4.4544
H 3.9774 -1.2587 -1.0175
H 5.1557 -0.4722 -3.0138
H 4.0056 -0.4094 -5.1965
H 1.6465 -1.1246 -5.3827
H 0.4325 -1.9093 -3.3879
H 2.3788 -4.5648 -2.0194
H 1.4114 -6.6876 -2.8040
H -0.9939 -7.1455 -2.4872
H -2.4422 -5.5028 -1.3558
H -1.4972 -3.3565 -0.5585
O -1.1506 2.9295 -1.5912
C -0.9611 1.6830 -2.3086
N -1.1052 0.6099 -1.3014
C -2.2733 -0.1991 -1.5423
O -2.6689 -0.9833 -0.7215
C -2.8214 0.2694 -2.8200
C -3.9125 -0.2145 -3.5239
C -4.2521 0.4354 -4.7008
C -3.5176 1.5371 -5.1437
C -2.4271 2.0196 -4.4263
C -2.0961 1.3703 -3.2535
H -4.4705 -1.0708 -3.1664
H -5.0926 0.0866 -5.2855
H -3.7998 2.0238 -6.0683
H -1.8723 2.8796 -4.7812
C 0.4080 1.7633 -2.9323
P -1.4920 2.7345 -0.0343
C -3.2551 2.4929 0.0642
C -4.0245 3.2955 -0.7896
C -5.4010 3.1480 -0.8118
C -6.0138 2.1997 -0.0014
C -5.2557 1.3896 0.8331
C -3.8775 1.5345 0.8651
C -1.0002 4.2639 0.6928
C 0.3400 4.6546 0.5847
C 0.7232 5.9020 1.0385
C -0.2251 6.7555 1.5987
C -1.5493 6.3614 1.7231
C -1.9460 5.1080 1.2769
H 0.4759 2.6755 -3.5247
H 0.5888 0.9049 -3.5765
H 1.1811 1.7945 -2.1595
H -3.5496 4.0311 -1.4280
H -5.9975 3.7748 -1.4618
H -7.0902 2.0881 -0.0243
H -5.7369 0.6430 1.4506
H -3.3073 0.8734 1.5067
H 1.0760 3.9933 0.1371
H 1.7541 6.2187 0.9520
H 0.0760 7.7365 1.9432
H -2.2771 7.0319 2.1601
H -2.9780 4.7975 1.3786
*
```



Computed, not measured: one molecule with the formula C14H22BN3O4, with the ωB97M-V functional and the def2-TZVPD basis.

The calculation puts the frontier orbital gap at 8.499 eV. Its HOMO energy is -8.062 eV. The SMILES is Cc1ccncc1N1C[C@H](CCCB(O)O)[C@](N)(C(=O)O)C1.

ORCA input file:
```
! RIJCOSX wB97M-V def2-TZVPD def2/J DEFGRID3
* xyz 0 1
C 1.8682 1.3235 -2.5847
C 3.0548 0.8105 -1.8584
C 4.3056 0.7027 -2.4593
C 5.3289 0.0418 -1.8004
N 5.2782 -0.3925 -0.5613
C 4.1310 -0.1886 0.0485
C 2.9600 0.3200 -0.5508
N 1.7702 0.2689 0.1622
C 1.1235 -0.9784 0.6654
C -0.1988 -0.5597 1.3527
C -1.3784 -1.3186 0.8340
C -2.6166 -1.0350 1.6690
C -3.8048 -1.8372 1.1976
B -4.3213 -1.5759 -0.2538
O -4.9973 -2.5631 -0.9068
O -4.1445 -0.3481 -0.8660
C -0.2923 1.0018 1.1714
N -0.5415 1.6703 2.4461
C -1.3652 1.4252 0.1973
O -2.5184 1.5930 0.5148
O -1.0017 1.4906 -1.1131
C 1.0656 1.4858 0.6621
H 0.9180 0.9635 -2.1751
H 1.8178 2.4260 -2.5527
H 1.8716 1.0349 -3.6436
H 4.4377 0.9447 -3.5112
H 6.2123 -0.1337 -2.3868
H 4.0893 -0.3248 1.1048
H 0.9765 -1.6578 -0.1735
H 1.8176 -1.4427 1.3550
H -0.1003 -0.7065 2.4413
H -1.1719 -2.3850 0.8612
H -1.5368 -1.0626 -0.2093
H -2.8180 0.0420 1.7243
H -2.3998 -1.3232 2.7185
H -3.5772 -2.9071 1.1153
H -4.6625 -1.6646 1.8709
H -5.3143 -2.1639 -1.7592
H -3.6539 0.3097 -0.3795
H -1.4849 1.5188 2.7613
H 0.1231 1.4077 3.1742
H -1.8310 1.6588 -1.6179
H 1.6721 1.9261 1.4497
H 0.9090 2.2028 -0.1342
*
```



Computed, not measured: a 2-piece molecular cluster, C4H9NO2 overall, with the ωB97M-V functional and the def2-TZVPD basis.

The calculation puts the frontier orbital gap at 11.162 eV. Its HOMO energy is -10.303 eV.

ORCA input file:
```
! RIJCOSX wB97M-V def2-TZVPD def2/J DEFGRID3
* xyz 0 1
C -2.3069 -0.0304 -0.7185
N -1.3290 -0.7632 -1.4417
C -0.4454 -1.3390 -1.9421
O 1.5443 -1.0861 -0.0948
C 1.6246 0.3257 -0.0166
C 1.0794 0.7395 1.3479
O -0.1595 0.1011 1.5880
H -1.8463 0.2979 0.2178
H -2.6248 0.8250 -1.3153
H -3.1592 -0.6793 -0.5164
H 1.2119 -1.3454 -0.9752
H 2.6665 0.6574 -0.1256
H 1.0283 0.8040 -0.8062
H 1.8046 0.4802 2.1333
H 0.9123 1.8210 1.3830
H -0.0007 -0.8085 1.2821
*
```



Computed, not measured: a 8-piece molecular cluster, C24H38O24 overall, with the ωB97M-V functional and the def2-TZVPD basis.

The calculation puts the frontier orbital gap at 10.768 eV. Its HOMO energy is -10.600 eV. The SMILES is COC(=O)OC.COC(=O)OC.COC(=O)OC.O=C1OCCO1.O=C1OCCO1.O=C1OCCO1.O=C1OCCO1.O=C1OCCO1.

ORCA input file:
```
! RIJCOSX wB97M-V def2-TZVPD def2/J DEFGRID3
* xyz 0 1
C -14.5332 2.8196 4.4674
O -13.6719 2.0803 3.5810
C -13.8898 2.1278 2.2718
O -13.1459 1.6192 1.4813
O -15.0220 2.7828 1.9742
C -15.3148 2.8974 0.5820
H -15.5075 2.3655 4.6355
H -14.6652 3.8470 4.1435
H -13.9864 2.7918 5.4082
H -14.4340 3.2163 0.0284
H -16.0911 3.6558 0.5154
H -15.6848 1.9722 0.1431
C -9.2540 -3.1293 7.1172
O -10.3706 -2.2401 7.1608
C -10.2425 -1.0485 6.5632
O -9.2031 -0.4989 6.3205
O -11.4770 -0.6003 6.3447
C -11.6023 0.6423 5.6509
H -9.5582 -4.0400 6.6081
H -8.9245 -3.3476 8.1322
H -8.4085 -2.6832 6.5957
H -12.2847 1.3167 6.1619
H -11.9936 0.4251 4.6591
H -10.6591 1.1696 5.5200
C -14.5637 3.1735 10.5780
O -14.8558 4.0117 9.4579
C -13.9010 4.3035 8.5768
O -14.1333 4.8571 7.5356
O -12.6747 3.9982 9.0163
C -11.6647 3.9589 8.0089
H -15.4879 2.7619 10.9696
H -14.0101 3.7013 11.3525
H -13.9575 2.3193 10.2774
H -11.4676 4.9769 7.6556
H -11.9203 3.3818 7.1229
H -10.7596 3.6161 8.4981
O -13.7019 -0.5380 12.3707
C -13.1368 -0.6692 11.3343
O -13.1456 -1.8015 10.5938
C -12.1898 -1.7004 9.5282
C -11.9056 -0.1902 9.4767
O -12.4302 0.3044 10.7128
H -11.2906 -2.2806 9.7186
H -12.6776 -2.0273 8.6160
H -12.4467 0.2827 8.6586
H -10.8530 0.0640 9.3771
O -8.5667 7.1274 7.0291
C -8.3022 6.5968 8.0525
O -7.7717 7.2548 9.1250
C -7.5718 6.3588 10.1984
C -8.2268 5.0488 9.7157
O -8.4823 5.2926 8.3364
H -6.5210 6.2050 10.4387
H -8.0627 6.7519 11.0876
H -9.1386 4.7807 10.2494
H -7.5366 4.2112 9.8107
O -14.3960 1.2580 7.6590
C -15.0543 0.4550 8.2383
O -15.8743 0.7597 9.2720
C -16.6236 -0.3872 9.6758
C -16.0214 -1.5317 8.8259
O -15.0100 -0.8741 8.0534
H -16.4859 -0.5553 10.7405
H -17.6716 -0.2419 9.4251
H -16.7667 -1.9684 8.1630
H -15.5466 -2.3301 9.3894
O -17.7916 2.4521 13.4098
C -17.1015 3.2937 13.8804
O -17.5615 4.3323 14.6322
C -16.4613 5.0637 15.1523
C -15.2897 4.6149 14.2519
O -15.7598 3.3645 13.7481
H -16.6635 6.1240 15.0194
H -16.2693 4.8397 16.2002
H -14.3974 4.4082 14.8343
H -15.1185 5.3262 13.4466
O -19.4969 3.0363 4.7625
C -18.8099 3.1985 5.7169
O -17.5222 3.6071 5.6809
C -17.0451 3.8183 7.0332
C -18.0762 3.0160 7.8298
O -19.2237 3.0396 6.9995
H -16.0623 3.3749 7.1113
H -17.0399 4.8834 7.2444
H -18.3203 3.4580 8.7926
H -17.6488 2.0303 8.0198
*
```



Computed, not measured: a 2-piece molecular cluster, C5H9ClO overall, with the ωB97M-V functional and the def2-TZVPD basis.

The calculation puts the frontier orbital gap at 6.914 eV. Its HOMO energy is -8.229 eV.

ORCA input file:
```
! RIJCOSX wB97M-V def2-TZVPD def2/J DEFGRID3
* xyz 0 1
C -0.3863 0.1359 0.4751
C 0.5096 -0.5573 -0.4063
C 0.0247 0.4475 1.8184
C -1.5487 0.9260 -0.0028
C 1.7267 -0.9459 -1.0864
O -0.4486 -1.3396 0.1634
Cl -0.9579 -0.4365 -3.0473
H 0.9407 0.9980 1.7418
H 0.4219 -0.4170 2.2487
H -0.6744 1.0627 2.2924
H -2.2570 0.9858 0.7618
H -1.8643 0.6210 -0.9633
H -1.2846 1.9335 -0.0381
H 2.5531 -0.2437 -1.0295
H 1.3196 -1.1488 -2.1499
H 1.9256 -2.0216 -0.7780
*
```



Computed, not measured: one molecule with the formula C3H5N3S2, with the ωB97M-V functional and the def2-TZVPD basis.

The calculation puts the frontier orbital gap at 8.703 eV. Its HOMO energy is -8.731 eV. The SMILES is C=N/N=C\N(S)C=S.

ORCA input file:
```
! RIJCOSX wB97M-V def2-TZVPD def2/J DEFGRID3
* xyz 0 1
C -0.4223 0.6025 -2.6388
N -0.2947 0.7687 -1.3802
N 1.0220 0.5924 -0.9550
C 1.1812 0.2514 0.2541
N 0.2222 -0.0783 1.2403
S 0.6903 0.2944 2.8680
C -0.9630 -0.7060 0.9754
S -2.0546 -1.2263 2.0543
H -1.3865 0.7579 -3.0761
H 0.4107 0.3342 -3.2834
H 2.2007 0.2207 0.6753
H 0.4928 -0.9513 3.3553
H -1.0990 -0.8603 -0.0893
*
```



Computed, not measured: a 9-piece molecular cluster, C36H99N9O9 overall, with the ωB97M-V functional and the def2-TZVPD basis.

The calculation puts the frontier orbital gap at 9.326 eV. Its HOMO energy is -8.897 eV. The SMILES is COC[C@H](C)N.COC[C@H](C)N.COC[C@H](C)N.COC[C@H](C)N.COC[C@H](C)N.COC[C@H](C)N.COC[C@H](C)N.COC[C@H](C)N.COC[C@H](C)N.

ORCA input file:
```
! RIJCOSX wB97M-V def2-TZVPD def2/J DEFGRID3
* xyz 0 1
C -2.6904 5.2276 -2.5717
O -1.2878 5.2415 -2.4974
C -0.5868 5.4686 -1.2860
C 0.9436 5.1283 -1.3817
C 1.8275 5.7284 -0.2832
N 1.3550 5.5330 -2.7136
H -3.2185 6.0482 -2.0859
H -3.1446 4.4054 -2.0187
H -3.1253 5.2204 -3.5711
H -0.6926 6.5332 -1.0774
H -1.0025 4.9382 -0.4294
H 1.0690 4.0469 -1.3263
H 2.3737 6.6465 -0.4995
H 2.5234 4.9235 -0.0465
H 1.2410 5.8387 0.6289
H 1.1486 6.5211 -2.6793
H 0.5568 5.1047 -3.1603
C 1.4862 2.5468 -4.6256
O 1.2991 1.5792 -5.6035
C 1.4500 0.2025 -5.3272
C 0.9453 -0.7497 -6.5259
C -0.4613 -0.4643 -7.0158
N 1.1508 -2.1183 -6.1698
H 0.8181 2.2811 -3.8063
H 1.3389 3.5773 -4.9486
H 2.4725 2.4398 -4.1741
H 2.4917 -0.0479 -5.1265
H 0.7745 -0.0907 -4.5236
H 1.5529 -0.5698 -7.4128
H -1.2423 -0.5215 -6.2576
H -0.7761 -1.0873 -7.8530
H -0.5283 0.4956 -7.5278
H 2.0735 -2.2249 -5.7731
H 0.5002 -2.3920 -5.4475
C -5.5938 -0.5763 2.7124
O -5.5124 -1.3369 1.4902
C -4.7897 -2.5676 1.6672
C -3.2734 -2.2609 1.6241
C -2.7609 -2.2223 0.2323
N -2.5365 -3.3044 2.3546
H -5.7679 0.4851 2.5358
H -4.6267 -0.5425 3.2140
H -6.4137 -0.8874 3.3599
H -5.0450 -3.0298 2.6208
H -5.1112 -3.1844 0.8279
H -2.9629 -1.3586 2.1509
H -1.6764 -2.1252 0.1835
H -3.2815 -1.4635 -0.3520
H -2.9435 -3.1145 -0.3665
H -2.7032 -4.2144 1.9494
H -1.5362 -3.2742 2.2180
C -1.3262 1.6499 -0.8855
O -1.6621 0.7647 0.1582
C -0.6740 0.6282 1.2114
C 0.7632 0.2014 0.7062
C 0.9391 -1.2392 0.3108
N 1.7205 0.5733 1.7185
H -0.7736 2.5648 -0.6717
H -2.2038 1.9363 -1.4649
H -0.5755 1.1792 -1.5204
H -0.7258 1.6165 1.6682
H -1.0485 -0.0425 1.9846
H 1.0271 0.8862 -0.0997
H 2.0000 -1.4388 0.1598
H 0.4344 -1.5581 -0.6012
H 0.5793 -1.9345 1.0692
H 2.7110 0.4440 1.5698
H 1.4945 0.1519 2.6082
C 7.4912 3.6525 2.5805
O 7.3357 2.7556 1.5449
C 6.6696 3.2434 0.4187
C 5.2264 2.6270 0.4573
C 5.1386 1.0777 0.5117
N 4.4998 3.1201 -0.6978
H 6.6851 4.3244 2.8752
H 8.2647 4.4024 2.4149
H 7.7954 3.1296 3.4873
H 6.7936 4.3246 0.4794
H 7.1735 2.9268 -0.4946
H 4.6309 2.9239 1.3206
H 4.1968 0.6646 0.8729
H 5.8870 0.5739 1.1234
H 5.2691 0.6178 -0.4679
H 3.5088 2.9495 -0.6036
H 4.7728 2.4922 -1.4403
C -8.5556 3.3600 0.9454
O -7.2327 2.8465 1.1149
C -6.0927 3.7371 0.9381
C -4.7629 3.1632 1.3756
C -3.7440 4.3114 1.4932
N -4.2215 2.2693 0.3680
H -8.7949 3.0935 -0.0841
H -8.5827 4.4476 1.0123
H -9.2305 2.9120 1.6748
H -5.9681 4.0954 -0.0837
H -6.4183 4.6476 1.4411
H -5.0979 2.6625 2.2841
H -2.7241 4.0551 1.7796
H -3.9922 5.0106 2.2916
H -3.7785 4.9501 0.6105
H -4.7047 1.3902 0.2505
H -3.2512 1.9896 0.3849
C -6.0313 -4.0443 -3.9035
O -5.6325 -2.7018 -4.1948
C -5.8380 -1.8446 -3.0184
C -5.1583 -0.5320 -3.3196
C -3.6452 -0.5589 -3.5174
N -5.4487 0.3342 -2.1870
H -7.1041 -4.0857 -3.7152
H -5.5127 -4.4488 -3.0343
H -5.9970 -4.6384 -4.8167
H -6.9122 -1.8326 -2.8342
H -5.3866 -2.3225 -2.1489
H -5.6198 -0.0723 -4.1935
H -3.3237 -1.1794 -4.3539
H -3.1290 -0.8701 -2.6092
H -3.2729 0.4442 -3.7252
H -5.3179 -0.3409 -1.4472
H -4.7668 1.0640 -2.0368
C 3.7630 -4.8939 0.7453
O 3.3168 -5.5497 1.8089
C 1.9049 -5.7390 1.8568
C 1.6552 -6.5530 3.1725
C 0.1424 -6.8780 3.4052
N 2.1241 -5.8250 4.3161
H 4.8234 -5.1433 0.7824
H 3.5911 -3.8176 0.7429
H 3.4308 -5.3240 -0.1995
H 1.4358 -4.7554 1.8792
H 1.4750 -6.3602 1.0711
H 2.3533 -7.3846 3.0775
H -0.5172 -6.0330 3.6027
H 0.0922 -7.3995 4.3611
H -0.2739 -7.4719 2.5915
H 3.1145 -5.7298 4.1426
H 1.9229 -6.3434 5.1592
C 7.4328 -4.1783 5.3259
O 6.4429 -3.5617 4.4579
C 6.6168 -2.1720 4.1854
C 5.4033 -1.6357 3.4528
C 4.0573 -1.8371 4.2086
N 5.3115 -1.9501 2.0221
H 6.8934 -5.0301 5.7402
H 7.6103 -3.5799 6.2195
H 8.3381 -4.3881 4.7562
H 6.9290 -1.6553 5.0929
H 7.4938 -2.0130 3.5579
H 5.6603 -0.5773 3.4093
H 3.4374 -0.9414 4.1698
H 4.1597 -2.0443 5.2738
H 3.5106 -2.7065 3.8435
H 6.0877 -1.5152 1.5442
H 5.3913 -2.9462 1.8751
*
```



The calculation returns the following ΔE to the lowest compared entry with this formula, charge and spin values, one per record and in order: 145.8 0.0 264.8 67.1 377.7 236.9 529.8 kJ/mol.
The calculation returns the following maximum force values, one per record and in order: 0.82 2.56 1.14 1.40 3.89 0.87 3.87 eV/A.